# 1
The following is a DFT calculation (wB97M-V/def2-TZVPD) of a structure of composition C55H56AsCdN10O4PS5.

Values from the calculation:
Relative energy (zero: lowest compared OMol25 entry of this formula, charge and spin), kcal/mol: 12.9
Total charge: -2
HOMO energy, eV: -2.18
HOMO-LUMO gap, eV: 5.90
DFT total energy, eV: -209908.169
Lowest unoccupied orbital energy, Eh: 0.136

Last column: Mulliken charge in e.
Atoms and positions in Å:
Cd: -0.5171 0.6322 0.6225  4.02
N: -2.8893 3.5869 -1.7872  -0.52
C: -1.8903 2.6613 -1.4216  0.19
S: -2.5204 1.1361 -0.8447  -0.71
N: -0.6874 3.0603 -1.5944  -0.66
N: 0.3534 2.1550 -1.5036  0.47
C: 1.3208 2.4997 -0.7285  -0.06
C: 1.3524 3.5367 0.2949  0.34
C: 2.5046 4.3113 0.4471  -0.31
C: 2.6120 5.2664 1.4376  -0.85
C: 1.5362 5.4231 2.3223  -0.41
C: 0.4140 4.6384 2.2321  -0.75
C: 0.2829 3.6212 1.2430  0.12
O: -0.7116 2.8128 1.2542  -0.89
H: -3.6793 3.5321 -1.1608  0.25
H: -2.4956 4.5200 -1.8150  0.31
H: 2.2075 1.8750 -0.8330  -0.25
H: 3.3292 4.1487 -0.2422  0.37
H: 3.5096 5.8632 1.5407  0.35
H: 1.6032 6.1540 3.1215  0.37
H: -0.3882 4.7232 2.9551  0.42
O: 1.2293 0.9340 2.4365  -0.45
S: 2.0833 -0.1816 2.0710  0.26
O: 2.3234 -1.2007 3.0699  -0.54
N: 1.4588 -0.6852 0.7103  1.12
C: 1.7810 -1.8740 0.1091  -0.84
C: 2.8457 -2.7035 0.3948  -0.52
C: 3.0482 -3.8892 -0.3424  -0.90
C: 2.2107 -4.2683 -1.3539  -1.25
C: 1.1034 -3.4448 -1.6803  1.48
C: 0.1660 -3.7675 -2.6915  -1.29
C: -0.8914 -2.9373 -2.9197  -0.60
C: -1.0014 -1.7584 -2.1456  0.07
N: -0.1400 -1.4146 -1.2349  1.23
C: 0.8953 -2.2478 -0.9686  -0.98
C: 3.6889 0.5052 1.7216  0.56
C: 4.1698 0.5814 0.4261  -0.40
C: 5.4083 1.1643 0.1897  -0.78
C: 6.1538 1.6652 1.2442  -0.56
C: 5.6681 1.5752 2.5434  -0.69
C: 4.4392 0.9872 2.7877  -0.61
H: 3.5203 -2.4708 1.2058  0.62
H: 3.8968 -4.5118 -0.0826  0.36
H: 2.3730 -5.1858 -1.9077  0.41
H: 0.2999 -4.6801 -3.2633  0.37
H: -1.6407 -3.1539 -3.6711  0.43
H: -1.8441 -1.0858 -2.2815  -0.49
H: 3.5740 0.1854 -0.3854  0.45
H: 5.7836 1.2339 -0.8240  0.40
H: 7.1138 2.1298 1.0561  0.35
H: 6.2433 1.9742 3.3691  0.43
H: 4.0487 0.9227 3.7953  0.40
S: 1.0519 4.1172 7.4825  -0.46
C: 0.3283 2.8311 6.6715  0.31
S: -1.1434 3.0363 5.7915  -0.18
C: -1.1304 1.3641 5.2873  0.12
N: -0.1042 0.7153 5.7556  -0.69
N: 0.7107 1.5431 6.5201  0.45
C: 1.9106 0.9186 6.9623  0.00
C: 2.5632 1.2915 8.1336  -0.52
C: 3.7271 0.6335 8.5058  -0.59
C: 4.2501 -0.3888 7.7301  -0.54
C: 3.5858 -0.7593 6.5679  -0.47
C: 2.4203 -0.1201 6.1841  0.08
S: -2.3783 0.7501 4.3016  -0.37
H: 2.1651 2.0853 8.7395  0.31
H: 4.2274 0.9341 9.4191  0.34
H: 5.1638 -0.8904 8.0252  0.38
H: 3.9747 -1.5482 5.9357  0.42
H: 1.9132 -0.4042 5.2757  0.39
C: -1.7736 -4.8094 1.2493  -0.90
N: -2.8743 -3.8572 1.2680  0.04
C: -3.5640 -3.8212 -0.0131  -0.85
P: -2.5639 -2.3637 1.9777  -1.46
O: -1.6661 -1.5041 1.1733  0.10
N: -1.8750 -2.7630 3.4245  0.82
C: -2.6662 -2.9597 4.6254  -1.03
C: -0.4943 -2.3646 3.6964  -0.78
N: -4.0950 -1.7528 2.0968  1.31
C: -4.3537 -0.3295 1.9358  -0.85
C: -5.2305 -2.4945 2.5900  -1.36
H: -2.1617 -5.8008 0.9956  0.38
H: -1.3018 -4.8554 2.2287  0.30
H: -1.0133 -4.5385 0.5033  0.16
H: -4.0951 -4.7656 -0.1733  0.35
H: -2.8602 -3.6758 -0.8413  0.14
H: -4.2865 -3.0071 -0.0322  0.31
H: -2.0861 -3.5623 5.3306  0.37
H: -3.5840 -3.5096 4.4102  0.37
H: -2.9066 -2.0039 5.1024  0.18
H: 0.0280 -2.1714 2.7652  -0.07
H: 0.0145 -3.1823 4.2176  0.25
H: -0.4616 -1.4587 4.3058  0.31
H: -3.4390 0.2171 1.7487  -0.15
H: -4.8099 0.0762 2.8423  0.31
H: -5.0265 -0.1695 1.0861  0.18
H: -5.0444 -3.5665 2.5297  0.39
H: -6.1064 -2.2681 1.9702  0.36
H: -5.4737 -2.2254 3.6247  0.27
C: -0.8354 4.6640 -7.2945  -0.44
C: -1.7046 4.6486 -6.2110  -0.62
C: -1.7193 3.5678 -5.3436  -0.44
C: -0.8786 2.4774 -5.5606  0.10
C: 0.0010 2.5062 -6.6365  -0.14
C: 0.0217 3.5950 -7.5011  -0.69
As: -1.0121 1.0147 -4.2516  1.12
C: -2.5308 0.1155 -5.1376  0.33
C: -3.5556 -0.3555 -4.3236  0.05
C: -4.6651 -0.9846 -4.8765  -0.72
C: -4.7648 -1.1407 -6.2499  -0.50
C: -3.7582 -0.6498 -7.0731  -0.71
C: -2.6540 -0.0205 -6.5190  -0.36
C: 0.4847 -0.0876 -4.8714  0.23
C: 1.6618 0.1183 -4.1516  -0.55
C: 2.7921 -0.6411 -4.4160  -0.32
C: 2.7556 -1.6254 -5.3941  -0.66
C: 1.5839 -1.8472 -6.1012  -0.64
C: 0.4525 -1.0857 -5.8373  -0.37
H: -0.8180 5.5134 -7.9672  0.34
H: -2.3624 5.4902 -6.0303  0.39
H: -2.3717 3.5810 -4.4747  0.33
H: 0.6773 1.6760 -6.8043  0.35
H: 0.7140 3.6043 -8.3347  0.38
H: -3.4997 -0.1948 -3.2512  0.01
H: -5.4553 -1.3401 -4.2266  0.44
H: -5.6303 -1.6291 -6.6817  0.34
H: -3.8375 -0.7498 -8.1493  0.38
H: -1.8880 0.3841 -7.1722  0.43
H: 1.6730 0.8488 -3.3472  0.13
H: 3.6933 -0.4803 -3.8368  0.42
H: 3.6322 -2.2311 -5.5892  0.32
H: 1.5407 -2.6286 -6.8510  0.38
H: -0.4630 -1.2905 -6.3789  0.37

# 2
The following is a DFT calculation (wB97M-V/def2-TZVPD) of a structure of composition C55H56Cl2FGeIrNO5PS.

Values from the calculation:
Relative energy (zero: lowest compared OMol25 entry of this formula, charge and spin), kcal/mol: 20.6
Total charge: +1
HOMO energy (spin up / spin down), eV: -10.60 / -10.60
HOMO-LUMO gap (spin up / spin down), eV: 7.87 / 5.27
DFT total energy, eV: -176910.688
2S+1: 2
Lowest unoccupied orbital energy (spin up / spin down), Eh: -0.100 / -0.196

Last column: Mulliken charge in e.
Atoms and positions in Å:
Ir: 0.3474 -0.4019 -0.5203  3.89
C: -5.2048 4.7455 0.1386  -1.47
C: -3.7618 5.2273 0.0622  -0.36
C: -3.4308 6.3358 1.0494  -0.65
C: -3.5811 5.8463 2.4826  -1.43
C: -2.8801 4.5285 2.6875  0.44
C: -2.5436 4.1028 3.9517  -0.39
C: -1.8524 2.9076 4.1367  -0.02
F: -1.5384 2.5497 5.3903  -0.38
C: -1.4691 2.1199 3.0924  -1.13
C: -1.8090 2.5256 1.7966  0.76
C: -1.3742 1.7331 0.6645  1.00
O: -0.8159 0.6162 0.8976  -1.19
C: -1.6588 2.2307 -0.6214  0.18
C: -2.4258 3.3677 -0.7398  -0.06
N: -2.8424 4.0905 0.2938  0.52
C: -2.5193 3.7134 1.5937  -0.27
C: -1.2130 1.5887 -1.8962  -0.72
O: -1.8494 1.7089 -2.9142  -0.64
O: -0.0114 1.0005 -1.8843  0.03
H: -5.8846 5.5832 -0.0182  0.42
H: -5.4260 4.2998 1.1091  0.33
H: -5.4019 3.9969 -0.6291  0.38
H: -3.5458 5.5717 -0.9461  0.40
H: -4.0929 7.1813 0.8627  0.50
H: -2.4069 6.6756 0.8731  0.11
H: -4.6379 5.7450 2.7429  0.49
H: -3.1643 6.5797 3.1737  0.48
H: -2.7909 4.7039 4.8180  0.54
H: -0.8920 1.2200 3.2424  0.71
H: -2.7141 3.7127 -1.7252  0.75
Cl: 0.5970 -1.7848 1.5185  -0.23
C: -0.5568 -3.0599 1.2316  0.94
C: -0.5374 -4.1480 2.0773  -0.88
C: -1.4911 -5.1396 1.9018  -0.58
C: -2.4460 -5.0290 0.9036  -0.66
C: -2.4465 -3.9260 0.0682  0.29
Cl: -3.6459 -3.8173 -1.1660  -0.16
C: -1.4877 -2.9099 0.2050  -0.18
S: -1.5221 -1.5417 -0.8817  -0.21
H: 0.2050 -4.2144 2.8603  0.54
H: -1.4922 -6.0025 2.5531  0.43
H: -3.1949 -5.7955 0.7640  0.46
O: 0.8796 2.6985 1.0244  -0.42
C: 1.8016 2.1005 0.5172  -0.09
O: 1.7810 0.7836 0.2961  -0.82
C: 3.0826 2.8122 0.1500  -1.66
C: 3.0331 3.4033 -1.2706  0.33
Ge: 2.3398 5.2522 -1.4160  2.12
C: 3.7303 6.3467 -2.2525  -0.04
C: 3.6780 7.7363 -2.1289  -0.24
C: 4.6150 8.5471 -2.7523  -0.73
C: 5.6236 7.9794 -3.5186  -0.47
C: 5.6846 6.6018 -3.6620  -0.81
C: 4.7442 5.7958 -3.0332  -0.44
C: 0.7986 5.3612 -2.6139  0.12
C: 0.7704 4.5786 -3.7685  -0.37
C: -0.2365 4.7264 -4.7115  -0.55
C: -1.2262 5.6809 -4.5228  -0.59
C: -1.2054 6.4770 -3.3858  -0.66
C: -0.2090 6.3074 -2.4318  -0.27
C: 1.8965 6.0014 0.3267  -0.75
C: 2.8474 6.7251 1.0463  -0.40
C: 2.5673 7.1997 2.3215  -0.93
C: 1.3298 6.9509 2.8973  -0.81
C: 0.3764 6.2242 2.1970  -0.41
C: 0.6605 5.7527 0.9245  0.43
H: 3.9090 2.1080 0.2432  0.68
H: 3.2150 3.6057 0.8861  0.59
H: 2.4413 2.7596 -1.9265  -0.70
H: 4.0465 3.4310 -1.6706  0.51
H: 2.8955 8.1971 -1.5352  0.39
H: 4.5579 9.6225 -2.6416  0.41
H: 6.3576 8.6095 -4.0039  0.39
H: 6.4654 6.1531 -4.2628  0.42
H: 4.8112 4.7221 -3.1691  0.16
H: 1.5502 3.8441 -3.9452  0.26
H: -0.2455 4.1048 -5.5973  0.41
H: -2.0028 5.8116 -5.2657  0.40
H: -1.9568 7.2459 -3.2522  0.48
H: -0.1926 6.9520 -1.5593  0.35
H: 3.8179 6.9293 0.6079  0.46
H: 3.3157 7.7623 2.8645  0.41
H: 1.1117 7.3161 3.8927  0.44
H: -0.5827 6.0074 2.6536  0.21
H: -0.0813 5.1583 0.4011  0.73
C: 2.6937 0.3537 -3.7693  -1.78
C: 3.1244 -0.8265 -2.8800  2.59
C: 4.0720 -1.7654 -3.6409  -1.72
C: 3.9366 -0.3025 -1.6894  -1.79
P: 1.5888 -1.6757 -2.1912  -0.07
C: 2.3115 -3.1477 -1.3859  1.22
C: 2.4312 -4.3926 -2.0058  -0.75
C: 3.0661 -5.4466 -1.3672  -0.86
C: 3.6176 -5.2711 -0.1066  -0.83
C: 3.5560 -4.0256 0.4992  -1.10
C: 2.9131 -2.9755 -0.1386  -0.75
C: 0.4967 -2.2583 -3.6467  2.14
C: -0.4630 -1.1328 -4.0627  -1.83
C: 1.2806 -2.6378 -4.9135  -2.13
C: -0.3187 -3.5174 -3.2897  -1.54
H: 2.5457 0.0488 -4.8035  0.25
H: 1.7796 0.8342 -3.4169  -0.25
H: 3.4821 1.1080 -3.7632  0.62
H: 4.9548 -1.1757 -3.9001  0.55
H: 3.6696 -2.1559 -4.5660  0.34
H: 4.4078 -2.5945 -3.0183  0.34
H: 4.7763 0.2717 -2.0864  0.67
H: 4.3553 -1.1196 -1.1025  0.35
H: 3.3489 0.3339 -1.0309  -0.01
H: 2.0523 -4.5517 -3.0023  0.14
H: 3.1415 -6.4041 -1.8652  0.48
H: 4.1122 -6.0955 0.3898  0.43
H: 4.0182 -3.8632 1.4643  0.50
H: 2.9150 -2.0001 0.3275  0.74
H: 0.0401 -0.1910 -4.2626  0.20
H: -1.2435 -0.9334 -3.3379  0.22
H: -0.9573 -1.4524 -4.9830  0.72
H: 1.7465 -1.7821 -5.3927  0.39
H: 0.5518 -3.0445 -5.6182  0.60
H: 2.0299 -3.4083 -4.7506  0.33
H: -1.1954 -3.5420 -3.9400  0.54
H: -0.6752 -3.5542 -2.2684  0.14
H: 0.2396 -4.4340 -3.4626  0.39

# 3
The following is a DFT calculation (wB97M-V/def2-TZVPD) of a cluster of 9 separate species, C55H56F8N3O2 in total.

Values from the calculation:
Total charge: +1
HOMO energy, eV: -10.34
HOMO-LUMO gap, eV: 7.12
DFT total energy, eV: -88242.264
Lowest unoccupied orbital energy, Eh: -0.118

Last column: Mulliken charge in e.
Atoms and positions in Å:
C: -3.6162 8.5566 2.7405  -0.92
C: -4.6472 7.5127 3.0839  0.65
O: -5.7833 7.5543 2.6440  -0.51
O: -4.2622 6.5232 3.9542  -0.32
C: -3.4470 5.5197 3.3517  -0.67
C: -3.9662 4.1749 3.8150  -0.61
C: -3.3627 2.9706 3.0963  -0.29
C: -3.4165 3.0460 1.5689  -0.55
N: -2.0550 2.8617 0.9631  0.00
C: -1.7252 3.6880 -0.0661  0.14
N: -2.2956 3.4802 -1.2759  -0.30
N: -0.8476 4.6683 0.0751  -0.15
H: -3.6068 8.6866 1.6694  0.31
H: -2.6434 8.2784 3.1233  0.30
H: -3.9219 9.4886 3.1928  0.34
H: -3.4292 5.6285 2.2711  0.57
H: -2.4301 5.6529 3.7226  0.22
H: -5.0376 4.1646 3.6577  0.11
H: -3.7512 4.0968 4.8696  0.46
H: -2.3549 2.7813 3.4571  0.82
H: -3.9419 2.1142 3.3957  -0.40
H: -3.8979 3.9486 1.2201  0.56
H: -4.0358 2.2244 1.2355  0.17
H: -1.3198 2.8712 1.6567  0.33
H: -2.5583 2.5080 -1.3884  0.15
H: -1.6699 3.7177 -2.0408  0.31
H: -0.7631 5.1587 0.9464  0.24
H: -0.1920 4.8808 -0.6606  0.10
F: -5.2342 1.0608 4.6661  -0.23
C: -5.0757 -0.2578 4.9653  0.53
C: -5.7307 -1.1662 4.1674  -0.34
C: -5.6197 -2.5166 4.4601  -0.54
C: -4.8530 -2.9286 5.5427  -0.58
C: -4.1944 -1.9900 6.3277  -0.38
C: -4.3004 -0.6359 6.0393  -0.57
H: -6.3214 -0.8031 3.3408  0.53
H: -6.1251 -3.2449 3.8416  0.40
H: -4.7662 -3.9811 5.7736  0.39
H: -3.6013 -2.3113 7.1723  0.37
H: -3.8012 0.1124 6.6409  0.43
F: 1.7432 -1.9347 -1.1856  -0.21
C: 0.5568 -1.3723 -1.4717  0.00
C: -0.0904 -1.7293 -2.6385  -0.41
C: -1.3153 -1.1486 -2.9270  -0.58
C: -1.8698 -0.2194 -2.0559  -0.87
C: -1.1976 0.1258 -0.8900  0.04
C: 0.0245 -0.4569 -0.5882  -0.73
H: 0.3627 -2.4515 -3.3042  0.52
H: -1.8384 -1.4237 -3.8318  0.42
H: -2.8293 0.2279 -2.2889  0.44
H: -1.6246 0.8482 -0.2073  0.80
H: 0.5607 -0.2104 0.3189  0.60
F: 1.6368 -7.8883 -1.6247  -0.36
C: 2.5552 -6.9283 -1.8563  0.64
C: 3.7452 -7.2695 -2.4659  -0.70
C: 4.6852 -6.2765 -2.7010  -0.12
C: 4.4275 -4.9667 -2.3179  -0.95
C: 3.2254 -4.6462 -1.7020  -0.11
C: 2.2770 -5.6329 -1.4722  -0.67
H: 3.9277 -8.2973 -2.7490  0.44
H: 5.6180 -6.5240 -3.1830  0.40
H: 5.1654 -4.1972 -2.5002  0.42
H: 3.0236 -3.6321 -1.3968  0.58
H: 1.3307 -5.4050 -0.9977  0.46
F: 0.8494 6.2547 -2.1189  -0.41
C: 0.5016 5.9966 -3.4137  0.26
C: 1.2924 5.1485 -4.1578  -0.36
C: 0.9334 4.8914 -5.4725  -0.43
C: -0.1971 5.4859 -6.0172  -0.53
C: -0.9776 6.3348 -5.2448  -0.37
C: -0.6321 6.5935 -3.9255  -0.35
H: 2.1667 4.7010 -3.7124  0.52
H: 1.5379 4.2238 -6.0702  0.41
H: -0.4700 5.2865 -7.0439  0.40
H: -1.8551 6.8019 -5.6694  0.39
H: -1.2254 7.2536 -3.3057  0.45
F: -6.6322 0.7614 1.9237  -0.32
C: -7.0528 2.0310 1.7172  0.40
C: -7.6523 2.7127 2.7559  -0.23
C: -8.0599 4.0216 2.5442  -0.44
C: -7.8718 4.6224 1.3067  -0.60
C: -7.2713 3.9139 0.2760  -0.53
C: -6.8514 2.6062 0.4792  -0.46
H: -7.7909 2.2244 3.7113  0.43
H: -8.5246 4.5739 3.3487  0.40
H: -8.1946 5.6415 1.1470  0.41
H: -7.1309 4.3779 -0.6907  0.41
H: -6.3770 2.0356 -0.3093  0.53
F: 4.6807 -5.7722 5.1811  -0.32
C: 3.9412 -6.3163 4.1935  0.32
C: 3.9686 -5.7371 2.9413  -0.62
C: 3.2081 -6.3010 1.9274  0.20
C: 2.4318 -7.4238 2.1781  -0.48
C: 2.4182 -7.9874 3.4465  -0.36
C: 3.1803 -7.4349 4.4655  -0.53
H: 4.5773 -4.8595 2.7687  0.43
H: 3.2239 -5.8646 0.9393  0.15
H: 1.8399 -7.8594 1.3837  0.40
H: 1.8128 -8.8610 3.6450  0.37
H: 3.1898 -7.8626 5.4589  0.42
F: 3.1962 2.7755 -3.3400  -0.33
C: 3.5006 2.2573 -2.1280  0.30
C: 2.6520 1.3161 -1.5799  0.11
C: 2.9662 0.7788 -0.3397  -0.10
C: 4.1077 1.1937 0.3323  -1.06
C: 4.9418 2.1449 -0.2390  -0.29
C: 4.6428 2.6819 -1.4827  -0.62
H: 1.7672 1.0064 -2.1226  0.49
H: 2.3215 0.0290 0.0989  0.17
H: 4.3497 0.7720 1.2980  0.42
H: 5.8311 2.4690 0.2830  0.39
H: 5.2847 3.4166 -1.9498  0.46
F: 6.9757 -6.0343 -5.0200  -0.32
C: 8.2427 -6.5086 -5.0355  0.47
C: 9.2911 -5.6128 -5.0113  -0.48
C: 10.5876 -6.1048 -5.0227  -0.30
C: 10.8156 -7.4731 -5.0649  -0.54
C: 9.7440 -8.3540 -5.0919  -0.34
C: 8.4434 -7.8726 -5.0736  -0.39
H: 9.0905 -4.5502 -4.9850  0.41
H: 11.4215 -5.4172 -4.9987  0.36
H: 11.8281 -7.8519 -5.0768  0.38
H: 9.9193 -9.4201 -5.1285  0.35
H: 7.5936 -8.5420 -5.0887  0.41